## one
Computed, not measured: a gas-phase ion, C4H12N2S (charge +1), with the ωB97M-V functional and the def2-TZVPD basis.

Properties
**Multiplicity**: 2
**HOMO-LUMO gap (alpha / beta)**: 9.901 / 4.138 eV
**Charge**: +1

Each atom is followed by the atoms it is bonded to, with distances in Å.
CARTESIAN COORDINATES (ANGSTROEM)
1 N -1.95 -0.05 1.20  C2 1.453, H8 1.016, H9 1.015
2 C -0.76 -0.02 0.36  N1 1.453, C3 1.521, C6 1.529, H10 1.113
3 C 0.30 -0.94 0.94  C2 1.521, C4 1.515, H11 1.098, H12 1.099
4 C 1.66 -0.96 0.28  C3 1.515, S5 1.879, H13 1.084, H14 1.089
5 S 2.17 0.84 0.10  C4 1.879, H15 1.361
6 C -1.04 -0.25 -1.12  C2 1.529, N7 1.450, H16 1.086, H17 1.091
7 N -2.18 0.46 -1.67  C6 1.450, H18 1.004, H19 1.001
8 H -2.80 -0.06 0.63  N1 1.016
9 H -1.95 0.63 1.96  N1 1.015
10 H -0.40 1.03 0.41  C2 1.113
11 H 0.40 -0.70 2.01  C3 1.098
12 H -0.08 -1.97 0.93  C3 1.099
13 H 2.33 -1.63 0.82  C4 1.084
14 H 1.58 -1.17 -0.79  C4 1.089
15 H 3.38 0.67 -0.50  S5 1.361
16 H -0.20 0.16 -1.67  C6 1.086
17 H -1.15 -1.32 -1.33  C6 1.091
18 H -3.11 0.25 -1.36  N7 1.004
19 H -2.11 1.45 -1.72  N7 1.001

## two
Computed, not measured: a gas-phase ion, C4H12N2S (charge +1), with the ωB97M-V functional and the def2-TZVPD basis.

Properties
**Multiplicity**: 2
**HOMO-LUMO gap (alpha / beta)**: 10.703 / 4.607 eV
**Charge**: +1

Each atom is followed by the atoms it is bonded to, with distances in Å.
CARTESIAN COORDINATES (ANGSTROEM)
1 N 0.41 -1.27 1.90  C2 1.439, H8 1.021, H9 1.021
2 C 0.20 -0.57 0.66  N1 1.439, C3 1.537, C6 1.514, H10 1.111
3 C -0.14 0.89 1.01  C2 1.537, C4 1.530, H11 1.085, H12 1.088
4 C -0.34 1.73 -0.25  C3 1.530, S5 1.795, H13 1.080, H14 1.082
5 S -1.65 1.09 -1.30  C4 1.795, H15 1.335
6 C 1.45 -0.75 -0.17  C2 1.514, N7 1.449, H16 1.088, H17 1.097
7 N 1.77 -2.16 -0.34  C6 1.449, H18 1.013, H19 1.014
8 H 1.34 -1.19 2.31  N1 1.021
9 H -0.30 -1.18 2.63  N1 1.021
10 H -0.63 -1.10 0.15  C2 1.111
11 H -1.07 0.89 1.57  C3 1.085
12 H 0.67 1.31 1.60  C3 1.088
13 H -0.59 2.75 0.01  C4 1.080
14 H 0.54 1.78 -0.87  C4 1.082
15 H -0.86 0.60 -2.26  S5 1.335
16 H 1.30 -0.22 -1.10  C6 1.088
17 H 2.28 -0.24 0.34  C6 1.097
18 H 2.03 -2.36 -1.29  N7 1.013
19 H 0.95 -2.74 -0.15  N7 1.014

Which is most stable, and by how much? two, by 0.0183 hartree.

## one
Computed, not measured: a single C24H30N4O4 molecule, with the ωB97M-V functional and the def2-TZVPD basis.

Properties
**HOMO-LUMO gap**: 7.826 eV
**Structure (SMILES)**: NC(=O)C[C@@H](NC(=O)c1ccccc1)c1ccc(NC2CCCCCCC2)c([N+](=O)[O-])c1

Each atom is followed by the atoms it is bonded to, with distances in Å.
CARTESIAN COORDINATES (ANGSTROEM)
1 N 2.18 1.70 5.35  C2 1.343, H33 1.006, H34 1.016
2 C 1.00 1.90 4.74  N1 1.343, O3 1.212, C4 1.528
3 O 0.32 2.89 4.88  C2 1.212
4 C 0.58 0.73 3.85  C2 1.528, C5 1.548, H35 1.090, H36 1.092
5 C 1.62 0.44 2.73  C4 1.548, N6 1.457, C15 1.503, H37 1.096
6 N 2.02 -0.96 2.75  C5 1.457, C7 1.348, H38 1.007
7 C 2.91 -1.44 3.64  N6 1.348, O8 1.223, C9 1.489
8 O 3.42 -0.74 4.50  C7 1.223
9 C 3.26 -2.88 3.49  C7 1.489, C10 1.392, C14 1.392
10 C 2.34 -3.83 3.04  C9 1.392, C11 1.383, H39 1.081
11 C 2.72 -5.16 2.94  C10 1.383, C12 1.385, H40 1.080
12 C 4.00 -5.55 3.28  C11 1.385, C13 1.385, H41 1.080
13 C 4.91 -4.61 3.75  C12 1.385, C14 1.382, H42 1.079
14 C 4.53 -3.29 3.86  C9 1.392, C13 1.382, H43 1.079
15 C 1.09 0.79 1.37  C5 1.503, C16 1.403, C32 1.373
16 C -0.07 0.18 0.87  C15 1.403, C17 1.368, H44 1.081
17 C -0.57 0.50 -0.36  C16 1.368, C18 1.414, H45 1.077
18 C 0.05 1.45 -1.20  C17 1.414, N19 1.339, C28 1.423
19 N -0.43 1.75 -2.41  C18 1.339, C20 1.447, H46 1.018
20 C -1.64 1.25 -3.04  N19 1.447, C21 1.542, C27 1.533, H47 1.091
21 C -2.87 2.06 -2.59  C20 1.542, C22 1.531, H48 1.088, H49 1.092
22 C -3.97 1.22 -1.94  C21 1.531, C23 1.532, H50 1.093, H51 1.092
23 C -4.33 -0.09 -2.64  C22 1.532, C24 1.532, H52 1.092, H53 1.093
24 C -4.64 0.01 -4.13  C23 1.532, C25 1.536, H54 1.091, H55 1.093
25 C -3.46 -0.20 -5.09  C24 1.536, C26 1.533, H56 1.091, H57 1.092
26 C -2.64 1.05 -5.43  C25 1.533, C27 1.531, H58 1.091, H59 1.092
27 C -1.41 1.31 -4.55  C20 1.533, C26 1.531, H60 1.093, H61 1.093
28 C 1.23 2.06 -0.69  C18 1.423, N29 1.415, C32 1.400
29 N 1.97 3.03 -1.41  C28 1.415, O30 1.217, O31 1.232
30 O 3.00 3.46 -0.92  N29 1.217
31 O 1.56 3.41 -2.51  N29 1.232
32 C 1.72 1.72 0.58  C15 1.373, C28 1.400, H62 1.080
33 H 2.54 2.42 5.96  N1 1.006
34 H 2.73 0.86 5.20  N1 1.016
35 H -0.39 0.97 3.42  C4 1.090
36 H 0.48 -0.15 4.48  C4 1.092
37 H 2.52 1.03 2.93  C5 1.096
38 H 1.66 -1.56 2.03  N6 1.007
39 H 1.33 -3.54 2.79  C10 1.081
40 H 2.00 -5.89 2.59  C11 1.080
41 H 4.28 -6.59 3.20  C12 1.080
42 H 5.90 -4.92 4.03  C13 1.079
43 H 5.22 -2.54 4.23  C14 1.079
44 H -0.58 -0.55 1.48  C16 1.081
45 H -1.47 0.02 -0.70  C17 1.077
46 H 0.06 2.50 -2.90  N19 1.018
47 H -1.76 0.21 -2.74  C20 1.091
48 H -3.28 2.60 -3.44  C21 1.088
49 H -2.55 2.82 -1.87  C21 1.092
50 H -3.68 0.98 -0.91  C22 1.093
51 H -4.87 1.84 -1.88  C22 1.092
52 H -3.54 -0.83 -2.49  C23 1.092
53 H -5.21 -0.48 -2.13  C23 1.093
54 H -5.12 0.97 -4.34  C24 1.091
55 H -5.38 -0.76 -4.36  C24 1.093
56 H -2.80 -0.98 -4.70  C25 1.091
57 H -3.88 -0.57 -6.03  C25 1.092
58 H -3.30 1.92 -5.41  C26 1.091
59 H -2.28 0.96 -6.45  C26 1.092
60 H -0.64 0.57 -4.80  C27 1.093
61 H -1.02 2.29 -4.81  C27 1.093
62 H 2.61 2.22 0.92  C32 1.080

## two
Computed, not measured: a single C24H30N4O4 molecule, with the ωB97M-V functional and the def2-TZVPD basis.

Properties
**HOMO-LUMO gap**: 8.095 eV
**Structure (SMILES)**: CCOC(=O)N1CCN(C(=O)c2cn(CC(C)C)c(=O)c3c2c2ccccc2n3C)CC1

Each atom is followed by the atoms it is bonded to, with distances in Å.
CARTESIAN COORDINATES (ANGSTROEM)
1 C -4.24 -2.30 -3.64  C2 1.522, H33 1.087, H34 1.088, H35 1.086
2 C -3.41 -3.57 -3.57  C1 1.522, O3 1.426, H36 1.095, H37 1.092
3 O -2.73 -3.68 -2.32  C2 1.426, C4 1.353
4 C -1.50 -3.12 -2.27  O3 1.353, O5 1.208, N6 1.356
5 O -0.95 -2.61 -3.21  C4 1.208
6 N -0.95 -3.25 -1.04  C4 1.356, C7 1.443, C32 1.451
7 C -1.65 -3.73 0.12  N6 1.443, C8 1.531, H38 1.095, H39 1.088
8 C -2.09 -2.54 0.99  C7 1.531, N9 1.455, H40 1.094, H41 1.097
9 N -1.03 -1.54 1.02  C8 1.455, C10 1.356, C31 1.441
10 C -1.37 -0.28 1.40  N9 1.356, O11 1.216, C12 1.496
11 O -2.51 0.00 1.73  C10 1.216
12 C -0.25 0.71 1.43  C10 1.496, C13 1.358, C22 1.419
13 C 0.27 1.12 2.61  C12 1.358, N14 1.363, H42 1.078
14 N 1.28 2.02 2.71  C13 1.363, C15 1.450, C19 1.391
15 C 1.81 2.34 4.02  N14 1.450, C16 1.540, H43 1.093, H44 1.093
16 C 2.86 1.34 4.53  C15 1.540, C17 1.527, C18 1.526, H45 1.096
17 C 2.26 -0.03 4.85  C16 1.527, H46 1.088, H47 1.088, H48 1.088
18 C 4.01 1.19 3.54  C16 1.526, H49 1.086, H50 1.089, H51 1.088
19 C 1.86 2.67 1.62  N14 1.391, O20 1.228, C21 1.437
20 O 2.75 3.50 1.78  C19 1.228
21 C 1.30 2.26 0.36  C19 1.437, C22 1.399, N29 1.370
22 C 0.27 1.31 0.25  C12 1.419, C21 1.399, C23 1.426
23 C -0.04 1.20 -1.14  C22 1.426, C24 1.395, C28 1.418
24 C -0.98 0.48 -1.87  C23 1.395, C25 1.376, H52 1.079
25 C -1.00 0.63 -3.24  C24 1.376, C26 1.398, H53 1.078
26 C -0.10 1.48 -3.89  C25 1.398, C27 1.377, H54 1.080
27 C 0.82 2.22 -3.19  C26 1.377, C28 1.392, H55 1.079
28 C 0.85 2.09 -1.80  C23 1.418, C27 1.392, N29 1.367
29 N 1.64 2.71 -0.88  C21 1.370, C28 1.367, C30 1.437
30 C 2.65 3.69 -1.19  N29 1.437, H56 1.092, H57 1.088, H58 1.093
31 C 0.28 -2.00 0.67  N9 1.441, C32 1.537, H59 1.090, H60 1.098
32 C 0.30 -2.55 -0.76  N6 1.451, C31 1.537, H61 1.097, H62 1.093
33 H -3.59 -1.43 -3.57  C1 1.087
34 H -4.96 -2.27 -2.82  C1 1.088
35 H -4.78 -2.26 -4.58  C1 1.086
36 H -2.67 -3.59 -4.38  C2 1.095
37 H -4.05 -4.46 -3.63  C2 1.092
38 H -0.99 -4.39 0.68  C7 1.095
39 H -2.53 -4.30 -0.20  C7 1.088
40 H -2.98 -2.07 0.58  C8 1.094
41 H -2.32 -2.88 2.01  C8 1.097
42 H -0.12 0.74 3.55  C13 1.078
43 H 0.98 2.40 4.73  C15 1.093
44 H 2.28 3.32 3.94  C15 1.093
45 H 3.26 1.76 5.46  C16 1.096
46 H 1.90 -0.52 3.95  C17 1.088
47 H 1.43 0.07 5.56  C17 1.088
48 H 3.02 -0.67 5.30  C17 1.088
49 H 4.40 2.16 3.25  C18 1.086
50 H 3.67 0.69 2.63  C18 1.089
51 H 4.81 0.60 3.97  C18 1.088
52 H -1.69 -0.16 -1.37  C24 1.079
53 H -1.70 0.07 -3.83  C25 1.078
54 H -0.14 1.56 -4.96  C26 1.080
55 H 1.50 2.89 -3.69  C27 1.079
56 H 2.21 4.54 -1.70  C30 1.092
57 H 3.10 4.02 -0.26  C30 1.088
58 H 3.42 3.25 -1.83  C30 1.093
59 H 0.99 -1.17 0.75  C31 1.090
60 H 0.59 -2.78 1.38  C31 1.098
61 H 1.15 -3.24 -0.88  C32 1.097
62 H 0.40 -1.75 -1.50  C32 1.093

Which is most stable, and by how much? two, by 0.1176 hartree.